## 1
{"formula": "H9O5", "method": "the ωB97M-V functional and the def2-TZVPD basis", "elements": ["O", "O", "O", "O", "O", "H", "H", "H", "H", "H", "H", "H", "H", "H"], "xyz": [[-1.74298, 2.66993, 0.61092], [0.22621, -3.94603, -2.87964], [-1.20254, -0.95047, 2.38590], [0.47674, 0.32288, 0.29736], [2.01220, 2.16593, -0.68524], [-0.89598, -0.49100, 3.17536], [-0.52169, -0.66684, 1.73644], [2.68287, 2.44617, -0.05267], [1.40954, 1.45839, -0.23656], [-0.86945, 2.39480, 0.90522], [-1.98750, 2.22930, -0.20936], [0.13674, -3.01704, -2.63413], [0.18911, -4.37979, -2.02050], [0.08671, -0.23623, -0.39308]], "multiplicity": 1, "charge": -1, "homo_ha": -0.1586, "lumo_energy_ev": 3.49}

---

## 2
{"formula": "H9O5", "method": "the ωB97M-V functional and the def2-TZVPD basis", "elements": ["O", "O", "O", "O", "O", "H", "H", "H", "H", "H", "H", "H", "H", "H"], "xyz": [[0.33727, 0.23117, 0.40123], [1.88552, 1.83302, -1.04783], [-0.09435, -3.93672, -2.93759], [-0.59677, -1.12815, 2.18927], [-1.63415, 2.81134, 1.23058], [-0.87316, 2.08385, 1.17862], [0.16131, -3.24142, -2.27749], [-1.25446, -0.55928, 2.60449], [-0.18499, -3.36336, -3.68886], [2.62206, 2.04992, -0.31588], [-0.27614, -0.60010, 1.25725], [0.42728, -0.46987, -0.19970], [1.20854, 1.27315, -0.55064], [-1.72796, 3.01645, 2.15653]], "multiplicity": 1, "charge": -1, "homo_ha": -0.1749, "lumo_energy_ev": 3.41}

---

## 3
{"formula": "H9O5", "method": "the ωB97M-V functional and the def2-TZVPD basis", "elements": ["O", "O", "O", "O", "O", "H", "H", "H", "H", "H", "H", "H", "H", "H"], "xyz": [[0.10970, -1.33055, -0.03279], [-2.67597, -1.08239, 0.52761], [0.97462, 0.97614, -0.37997], [-1.54162, 1.49283, -1.53983], [2.92044, 0.43272, 1.45294], [-1.84809, -1.54045, 0.32144], [-1.97945, 0.63679, -1.65157], [1.11006, 0.88358, -1.31083], [0.71870, -1.82453, 0.52652], [-0.61991, 1.24314, -1.17750], [2.19021, 0.88885, 0.90453], [2.46749, -0.23919, 1.89165], [-2.31286, -0.14747, 0.63441], [0.48668, -0.38946, -0.16662]], "multiplicity": 1, "charge": -1, "homo_ha": -0.1923, "lumo_energy_ev": 4.06}

---

Which is most stable, and by how much? 3, by 61.8 kJ/mol.

---

## 1
{"formula": "C2H3NO3S", "method": "the ωB97M-V functional and the def2-TZVPD basis", "elements": ["S", "O", "O", "O", "N", "C", "C", "H", "H", "H"], "xyz": [[-1.21094, -0.33585, -0.01797], [-1.58692, -1.05933, 1.11696], [-0.75197, 1.29911, 0.39732], [-1.98963, -0.19851, -1.22870], [1.22168, 0.41882, -0.37138], [0.50228, -0.74720, -0.43881], [0.54522, 1.36319, 0.24000], [0.82168, -1.40861, -1.22125], [1.61602, -1.70006, 0.88254], [0.83259, 2.36844, 0.64127]], "multiplicity": 1, "homo_ha": [-0.3395, -0.3643], "lumo_energy_ev": [-0.92, -1.27]}

---

## 2
{"formula": "C2H3NO3S", "method": "the ωB97M-V functional and the def2-TZVPD basis", "elements": ["S", "O", "O", "O", "N", "C", "C", "H", "H", "H"], "xyz": [[1.81819, -0.10123, 0.04834], [1.27615, 1.45318, -0.38368], [2.49219, 0.01409, 1.29847], [2.52543, -0.63713, -1.06350], [-0.66988, 0.47622, 0.27239], [0.09368, -0.66529, 0.26682], [-0.00678, 1.50372, -0.07350], [-0.07778, -1.38260, 1.04791], [-0.47551, 2.47780, -0.11412], [-0.17769, -1.49286, -1.11310]], "multiplicity": 1, "homo_ha": -0.3874, "lumo_energy_ev": -0.33}

---

## 3
{"formula": "C2H3NO3S", "method": "the ωB97M-V functional and the def2-TZVPD basis", "elements": ["S", "O", "O", "O", "N", "C", "C", "H", "H", "H"], "xyz": [[-0.39143, -0.14623, -0.95173], [-0.33469, -1.60438, -0.95850], [0.60489, -0.22077, 1.80961], [-1.43895, 0.53337, -1.65053], [1.08114, 0.56236, -1.30441], [-0.69172, -0.41213, 1.95847], [-0.49933, 0.57742, 1.09995], [1.98420, 0.10685, -1.37290], [1.21045, 1.49301, -1.11142], [-1.52455, -0.88950, 2.48148]], "smiles": "NS(=O)(=O)C1=CO1", "multiplicity": 1, "homo_ha": [-0.3302, -0.3302], "lumo_energy_ev": [-1.18, -1.18]}

---

Which is most stable, and by how much? 2, by 204.5 kJ/mol.

---

## 1
{"formula": "C3H12N3", "method": "the ωB97M-V functional and the def2-TZVPD basis", "elements": ["N", "N", "N", "C", "C", "C", "H", "H", "H", "H", "H", "H", "H", "H", "H", "H", "H", "H"], "xyz": [[-0.14160, 2.32202, 1.64558], [0.15896, -0.15561, -1.75596], [-1.00630, 0.26117, 0.82727], [-0.21899, 1.03465, 1.66968], [1.63269, -0.28940, -1.87995], [-1.19655, -1.13805, 1.25819], [0.53523, 0.40548, 2.20920], [-0.17176, 0.61583, -2.32449], [2.14588, 0.58536, -1.53224], [-0.23207, 0.01735, -0.77327], [-1.58457, -1.17606, 2.25967], [-0.21480, -1.61824, 1.19976], [-1.90256, 0.75007, 0.68419], [-0.28351, -0.99712, -2.13825], [1.95178, -1.20694, -1.34604], [-1.90446, -1.53995, 0.56564], [0.53852, 2.58765, 2.35691], [1.89410, -0.45822, -2.92589]], "multiplicity": 1, "charge": 1, "homo_ha": -0.4962, "lumo_energy_ev": -3.43}

---

## 2
{"formula": "C3H12N3", "method": "the ωB97M-V functional and the def2-TZVPD basis", "elements": ["N", "N", "N", "C", "C", "C", "H", "H", "H", "H", "H", "H", "H", "H", "H", "H", "H", "H"], "xyz": [[-1.17048, 2.38431, 0.45341], [-0.10946, 1.59535, -1.46114], [0.01362, -0.15478, 0.53279], [-0.17698, 1.90008, -0.20399], [0.69206, -1.13350, -0.25868], [0.55015, -2.49429, 0.46846], [-1.10393, 2.36594, 1.43995], [-0.44518, -2.62558, 0.81408], [0.69846, 1.14095, -1.87871], [-0.96873, 1.33642, -1.92761], [0.37773, 0.02125, 1.48400], [-2.12472, 2.01982, 0.09852], [1.05764, -2.60325, 1.49524], [0.23171, -1.22490, -1.17197], [0.79114, 2.11391, 0.12187], [1.74099, -0.90924, -0.39077], [-0.98852, -0.36153, 0.62414], [0.93450, -3.37096, -0.23960]], "multiplicity": 1, "charge": 1, "homo_ha": -0.5033, "lumo_energy_ev": -3.27}

---

## 3
{"formula": "C3H12N3", "method": "the ωB97M-V functional and the def2-TZVPD basis", "elements": ["N", "N", "N", "C", "C", "C", "H", "H", "H", "H", "H", "H", "H", "H", "H", "H", "H", "H"], "xyz": [[0.39580, -0.12867, -0.84026], [2.00410, -0.46570, 0.58978], [-0.61761, -0.16425, 0.18124], [1.52681, 0.51985, -0.43535], [-1.65784, -1.19126, -0.13393], [-1.22939, 1.06703, 0.34841], [-2.02254, 1.46581, -0.36904], [-1.84688, 1.14008, 1.24210], [0.06577, 0.23568, -1.67774], [-0.48668, 1.82829, 0.69229], [2.13984, 0.78516, -1.30695], [1.44316, 1.50068, 0.11309], [-2.02386, -0.69162, -1.06287], [2.40312, -1.24354, 0.16397], [-2.56904, -1.32324, 0.46047], [2.60983, -0.16919, 1.45621], [-1.16586, -2.21957, -0.34156], [1.03126, -0.94555, 0.92012]], "smiles": "CN(C)NC[NH3+]", "multiplicity": 1, "charge": 1, "homo_ha": -0.5036, "lumo_energy_ev": -3.34}

---

Which is most stable, and by how much? 1, by 35.2 kJ/mol.

---

## 1
{"formula": "C3H12N3", "method": "the ωB97M-V functional and the def2-TZVPD basis", "elements": ["N", "N", "N", "C", "C", "C", "H", "H", "H", "H", "H", "H", "H", "H", "H", "H", "H", "H"], "xyz": [[-1.99444, -0.07432, 0.08113], [1.53020, -0.15800, 0.77955], [-0.81309, -2.96898, -0.08813], [-1.43824, 1.10488, -0.56102], [2.27056, 0.44372, -0.43488], [-0.43163, -1.97139, 0.25133], [0.96930, 0.68174, 1.26621], [2.43172, -0.24627, -1.13780], [2.10890, -0.51449, 1.44979], [-2.33285, 1.86102, -0.80479], [-1.13716, 0.85600, -1.53419], [-2.70088, -0.43552, -0.54734], [-1.27281, -3.80793, -0.03418], [1.61728, 1.25317, -0.94034], [-2.58563, 0.29815, 0.85200], [0.66865, -0.93617, 0.43696], [-0.85953, 1.64759, 0.27059], [3.14681, 0.87232, -0.12350]], "multiplicity": 1, "charge": 1, "homo_ha": -0.4758, "lumo_energy_ev": -2.80}

---

## 2
{"formula": "C3H12N3", "method": "the ωB97M-V functional and the def2-TZVPD basis", "elements": ["N", "N", "N", "C", "C", "C", "H", "H", "H", "H", "H", "H", "H", "H", "H", "H", "H", "H"], "xyz": [[0.98429, -0.15955, -2.54680], [0.67665, -0.82355, -1.29041], [-1.86325, 1.16485, 1.67500], [-1.33995, 0.15093, 0.77978], [0.10298, -0.36518, 1.09555], [1.07924, -0.11102, -0.03351], [-2.00244, -0.70785, 0.77725], [2.07368, -0.45093, 0.22523], [-1.33714, 0.55512, -0.23097], [-1.35473, 2.03423, 1.55390], [1.09318, -1.75488, -1.32298], [0.10383, -1.42116, 1.34447], [1.89820, 0.27331, -2.43511], [1.14210, 0.95175, -0.23059], [0.49791, 0.17444, 1.94625], [-0.33532, -0.96745, -1.30216], [0.30275, 0.59031, -2.63943], [-1.72197, 0.86662, 2.63454]], "smiles": "NCCC[NH2+]N", "multiplicity": 1, "charge": 1, "homo_ha": -0.4833, "lumo_energy_ev": -3.43}

---

## 3
{"formula": "C3H12N3", "method": "the ωB97M-V functional and the def2-TZVPD basis", "elements": ["N", "N", "N", "C", "C", "C", "H", "H", "H", "H", "H", "H", "H", "H", "H", "H", "H", "H"], "xyz": [[-0.95001, -1.14104, 0.66981], [-0.44733, 1.03633, -0.86338], [0.98617, 3.06309, -0.44529], [0.13441, -3.29908, 0.36097], [0.21581, -2.00655, 0.59834], [0.51396, 1.79839, 0.01098], [-0.83381, -0.25297, -0.05013], [1.13532, -1.46732, 0.77282], [-0.00971, 1.92895, 0.96101], [-1.02431, -0.67453, 1.57638], [1.36563, 1.13883, 0.17146], [-0.83324, -3.75311, 0.17221], [0.98471, -3.96048, 0.32158], [0.01786, 0.84280, -1.74746], [0.25689, 3.74675, -0.59316], [-1.83224, -1.61188, 0.46843], [-1.23078, 1.63754, -1.10538], [1.55065, 2.97428, -1.27920]], "multiplicity": 1, "charge": 1, "homo_ha": -0.4907, "lumo_energy_ev": -3.02}

---

Which is most stable, and by how much? 3, by 92.4 kJ/mol.

---

## 1
{"formula": "C2H9NOS", "method": "the ωB97M-V functional and the def2-TZVPD basis", "elements": ["S", "O", "N", "C", "C", "H", "H", "H", "H", "H", "H", "H", "H", "H"], "xyz": [[-0.15320, 1.81074, -0.97442], [-2.58788, -1.68527, 1.63945], [1.34078, -1.68166, 0.46099], [0.87514, 0.71911, 0.00129], [0.97326, -0.72737, -0.55618], [0.71259, 2.74811, -1.35050], [1.60096, -0.70567, -1.44900], [-0.01060, -0.96469, -0.98528], [0.73684, -2.47544, 0.56171], [-2.94319, -1.22294, 2.39835], [-1.77063, -1.25894, 1.41282], [2.28064, -2.01499, 0.27438], [1.90624, 1.05020, 0.11367], [0.46872, 0.63379, 1.00851]], "smiles": "NCCS.O", "multiplicity": 1, "homo_ha": -0.3340, "lumo_energy_ev": 0.79}

---

## 2
{"formula": "C2H9NOS", "method": "the ωB97M-V functional and the def2-TZVPD basis", "elements": ["S", "O", "N", "C", "C", "H", "H", "H", "H", "H", "H", "H", "H", "H"], "xyz": [[-1.28098, 2.94013, -0.32607], [-0.08079, -1.62896, -0.24619], [1.66426, -1.49303, 1.33292], [-1.23978, 1.45580, -1.33582], [0.52876, -0.83136, 0.75646], [0.62765, -2.15294, -0.63865], [2.45533, -0.89420, 1.48438], [1.94326, -2.39259, 0.97390], [-0.25816, -0.67765, 1.49892], [-1.87215, 1.50761, -2.21214], [-0.25228, 1.09236, -1.62082], [-1.65292, 0.65496, -0.74879], [0.79861, 0.08966, 0.23278], [-1.38081, 2.33021, 0.84913]], "smiles": "NCO.CS", "multiplicity": 1, "homo_ha": -0.3319, "lumo_energy_ev": 0.84}

---

Which is most stable, and by how much? 1, by 45.5 kJ/mol.